[1]
76
Properties=species:S:1:pos:R:3:forces:R:3:lowdin_charge:R:1 method="wB97M-V/def2-TZVPD" relative_energy_kcal_mol=46.2 total_charge=+2 molar_mass_g_mol=734.16
H -23.015175 1.185400 -20.350413 -0.1 0.3 -0.1 0.092
C -28.794885 -3.262942 -19.815641 1.1 -0.6 -1.5 -0.083
H -24.061989 -2.746946 -17.914947 0.6 0.1 -0.6 0.102
H -30.695673 -1.656436 -24.440841 0.1 0.0 -0.1 0.096
C -26.158494 -1.949686 -22.547229 0.2 -0.9 0.4 -0.051
H -32.401111 -2.250286 -15.896494 -0.3 0.8 -0.4 0.100
O -25.474043 -2.044040 -21.261475 0.0 2.2 1.2 -0.209
H -28.726183 -2.866677 -20.832746 0.1 0.2 0.1 0.081
H -27.021337 7.190664 -17.788775 -0.2 -0.3 -0.1 0.089
H -32.914572 0.071283 -21.122357 0.3 0.2 -0.5 0.104
H -29.269837 2.802693 -22.718585 -0.2 -0.4 0.4 0.063
H -27.054407 5.330445 -23.154102 0.2 0.1 0.0 0.105
H -26.200506 -0.941195 -22.950664 0.0 0.0 0.1 0.088
C -24.457084 -1.772185 -18.200579 -1.6 -0.7 1.6 -0.121
O -29.682530 6.047637 -16.009365 0.6 0.7 -0.3 -0.211
P -30.030572 0.126628 -22.359465 0.5 -0.2 -2.6 0.443
H -28.856412 -4.344007 -19.942724 -0.2 0.0 0.4 0.110
O -29.289675 -0.365302 -18.749844 0.7 1.9 0.4 -0.281
P -29.487618 5.769821 -17.566637 -1.1 1.9 1.5 0.432
H -23.448012 1.807784 -21.970235 0.8 0.1 -0.1 0.091
H -22.118535 0.522031 -21.657407 -0.2 0.1 -0.6 0.107
O -29.208122 0.662621 -21.264602 0.3 0.3 0.7 -0.286
O -30.997687 5.502906 -18.063282 2.7 -0.4 -0.6 -0.199
H -30.769768 4.478326 -15.329403 -0.4 0.2 0.5 0.091
H -31.477256 -0.173146 -20.091746 0.1 0.4 -0.3 0.057
C -31.997081 -2.528643 -16.867738 1.2 -1.2 0.8 -0.051
O -23.966236 -1.241246 -19.402325 -0.9 0.9 -1.5 -0.186
H -32.797458 5.985746 -17.261966 0.3 0.2 0.5 0.103
C -31.969027 6.488717 -17.759159 -1.5 1.2 -0.1 -0.094
H -29.106673 4.310312 -15.084488 0.4 0.3 0.4 0.083
O -27.359354 4.385579 -20.796998 -1.2 0.9 -0.7 0.039
P -29.846374 -1.588955 -18.164365 -1.1 -3.4 1.7 0.436
O -30.678914 1.268224 -23.259771 -0.3 -0.1 1.0 -0.196
O -26.357722 2.611468 -21.515100 -0.4 -0.2 -1.3 0.054
H -32.501363 -1.466470 -20.470782 0.3 -0.5 -0.7 0.098
O -24.112116 -0.017092 -21.588148 -1.0 -1.3 0.1 -0.208
C -27.847040 7.888918 -17.939043 1.9 0.0 0.1 -0.068
C -26.798233 3.782206 -21.741541 0.9 -2.2 3.9 -0.602
H -26.564389 3.803292 -23.917714 -0.2 -0.3 0.3 0.105
H -30.008910 5.433907 -14.004083 0.1 0.5 -0.3 0.104
C -32.061230 -0.575696 -20.920169 -0.7 0.0 1.7 -0.088
H -27.589528 8.449306 -18.835862 -0.6 -0.2 -0.3 0.097
O -31.236253 -0.865031 -22.040001 1.0 0.6 -0.3 -0.175
H -32.436175 6.953146 -18.631575 0.5 -0.6 -0.5 0.100
H -29.979629 -0.265100 -25.333075 -0.1 -0.1 0.0 0.095
H -25.582953 -2.621283 -23.180968 -0.1 0.2 -0.3 0.102
H -27.144880 -2.382076 -22.394986 -0.1 0.3 -0.2 0.067
O -26.081797 0.216457 -19.952491 -0.8 0.5 0.6 -0.306
O -31.305674 -1.436302 -17.521680 0.6 0.6 -0.9 -0.212
H -32.728627 -3.047847 -17.480647 0.0 0.6 -0.3 0.101
H -27.817254 -1.588078 -15.516106 -0.1 0.2 0.0 0.094
O -29.099788 7.222701 -18.053642 -0.8 -0.6 -0.2 -0.183
O -29.972420 -2.775476 -19.228174 -0.8 1.4 1.5 -0.183
H -30.882133 3.299687 -23.356878 0.0 -0.1 0.6 0.100
C -30.088934 2.553247 -23.390672 -0.2 0.9 -1.3 -0.079
P -25.037575 -0.679125 -20.495893 2.2 -2.1 -0.7 0.458
H -24.348968 -1.122695 -17.329421 0.5 0.3 -0.3 0.094
H -29.417960 -0.753066 -15.663560 0.2 0.1 -0.3 0.089
H -27.724861 8.599580 -17.121458 -1.0 -0.1 0.3 0.101
H -29.713411 2.678641 -24.409281 0.2 -0.4 0.0 0.098
O -29.137737 -0.635194 -23.491465 -0.8 0.8 3.1 -0.233
H -31.559353 7.358775 -17.247720 0.0 -0.4 0.6 0.094
H -29.001122 -1.744597 -25.071315 -0.5 -0.2 -0.5 0.100
H -31.242821 -3.265113 -16.580308 0.0 -0.2 -0.3 0.086
C -29.783305 -1.103728 -24.663476 0.5 -0.3 -0.7 -0.083
O -28.445808 4.752135 -17.870664 -0.4 -1.7 -0.7 -0.308
H -25.536502 -1.956443 -18.247420 -0.1 0.1 -0.2 0.069
H -25.353558 4.712709 -23.073491 -0.1 0.1 0.5 0.113
C -26.411752 4.457901 -23.061363 -0.4 0.4 -0.7 0.083
O -29.011287 -2.349627 -16.984227 -0.7 1.0 -1.8 -0.225
H -29.314493 -2.317578 -14.940519 0.1 -0.2 -0.2 0.101
H -27.883582 -3.009835 -19.272404 -0.1 0.0 0.1 0.084
In -27.944445 2.158801 -19.058559 0.7 -0.2 -3.0 1.556
C -29.898017 5.062209 -15.016745 -0.3 -2.0 -1.0 -0.074
C -28.879659 -1.700774 -15.728508 0.1 0.1 1.0 -0.095
C -23.093301 0.941661 -21.414345 -0.1 0.6 1.3 -0.064

***

[2]
63
Properties=species:S:1:pos:R:3:forces:R:3:nbo_charge:R:1 method="wB97M-V/def2-TZVPD" smiles=COCCNCCOC.COCCNCCOC.CO.CO.O relative_energy_kcal_mol=0.0 molar_mass_g_mol=348.48
H -4.154633 0.559131 -0.311927 -0.5 -0.3 0.3 0.475
C -0.646067 -0.636320 -2.591801 -0.8 0.1 0.5 -0.268
N 3.801350 -1.211140 -2.033825 0.0 0.7 0.5 -0.622
H -4.588114 -0.925447 2.202142 -0.1 0.1 -0.3 0.161
H -5.194626 -1.021915 3.779335 0.4 -0.2 0.7 0.166
C 1.699909 0.088179 -2.598298 -0.9 -1.1 0.0 -0.071
H 1.332598 2.259708 1.715969 -0.4 -0.1 0.3 0.194
H -5.197819 -0.242444 -2.109999 -0.5 0.1 -1.2 0.186
H -6.232719 1.000905 -0.034633 -0.2 -0.2 1.1 0.470
O 0.348621 4.171320 0.254813 -0.7 0.0 1.0 -0.545
H -0.559744 -1.722488 -2.621781 1.1 -0.2 0.0 0.174
H 6.368262 -2.538598 1.497779 0.2 -0.1 -0.3 0.188
C 5.699576 -0.255328 -0.831699 0.7 -1.0 1.7 -0.076
H 5.214725 -1.290953 1.636602 -0.5 0.4 -0.8 0.171
C 2.348894 -1.258578 -2.240857 0.8 -0.8 -1.0 -0.256
H 2.111753 2.037199 0.217354 0.4 0.5 0.1 0.178
H 6.917360 -0.878491 1.653175 0.1 0.1 0.2 0.168
H 2.288993 0.918679 -2.209263 -0.3 0.1 -0.3 0.199
C -0.089717 -0.006713 1.471836 -0.5 -1.7 0.3 -0.253
C 0.191861 2.784725 -0.030080 -0.3 0.3 -0.5 -0.089
H -1.525289 4.209143 0.914941 -0.4 0.0 0.7 0.177
H -1.784197 -3.656008 1.703908 0.2 0.2 0.2 0.179
C -5.893401 0.516881 -1.752670 1.4 0.0 -1.0 -0.269
O 0.394652 0.161387 -2.018521 -0.8 -0.4 -0.3 -0.564
C 1.139467 1.924369 0.696979 3.2 -0.8 0.1 -0.247
N 0.956924 0.476469 0.612090 -0.3 1.0 1.1 -0.659
H 6.130499 -0.020869 -1.805067 -0.2 -0.8 -0.2 0.209
C 6.175157 -1.516188 1.172996 0.9 -0.3 0.4 -0.263
H -0.751701 2.316137 0.249595 -0.9 0.9 -0.5 0.174
H 1.803651 -1.782585 -1.455859 -0.2 0.4 0.6 0.170
H 2.228565 -1.906023 -3.109443 -0.1 -0.1 -0.1 0.198
H -6.856086 0.621074 -2.253162 -0.1 -0.6 0.0 0.175
C -0.316624 -1.515206 1.260434 -0.8 1.2 0.9 -0.071
H -0.309288 -2.006487 2.233413 1.0 -0.4 0.0 0.176
H 3.862264 0.591558 -1.034035 -0.4 0.1 0.4 0.186
H -2.692985 0.216692 -0.116410 0.3 -0.3 0.2 0.472
H -2.626931 -1.244784 2.740918 0.2 0.0 -0.2 0.481
H -1.001595 -0.322498 -3.573233 0.5 0.4 -0.3 0.181
H 4.170361 -2.126211 -1.818010 -0.2 -0.4 -0.5 0.360
H -1.157952 -3.394846 0.025990 0.1 -1.0 0.1 0.167
C -1.894286 -3.099210 0.773331 0.0 -0.4 -1.4 -0.257
H 3.714331 -0.860620 0.019425 0.4 0.4 0.6 0.198
H 0.803176 0.258573 -0.362062 -0.5 -0.3 0.1 0.394
H -0.296809 4.069792 2.239887 -0.2 0.3 0.2 0.172
H -1.102760 0.388823 1.398433 -0.1 0.7 -0.4 0.178
H 0.151750 0.078874 2.531304 0.5 0.5 0.0 0.193
O -5.921788 0.170195 -0.401838 -1.1 0.6 1.1 -0.712
H -0.648920 5.651377 1.334708 0.5 -0.1 0.3 0.193
H -5.384922 1.477291 -1.837289 0.1 0.1 -0.4 0.173
O 6.365079 -1.445713 -0.232973 -1.3 1.4 -0.6 -0.546
C -4.350977 -0.617072 3.220354 -1.4 0.5 -1.4 -0.242
H 0.411749 -1.881982 0.537209 -0.1 -0.5 0.0 0.180
H -4.414303 0.470994 3.234507 -0.1 0.2 0.1 0.158
O -3.091849 -1.058221 3.559850 1.0 -0.7 0.9 -0.733
H 1.467327 0.142093 -3.661838 1.0 0.3 -0.3 0.186
H -1.522685 -0.543366 -1.950709 0.1 0.5 0.2 0.200
C 4.209227 -0.424963 -0.848544 -0.6 0.4 -1.9 -0.263
H -2.864747 -3.329796 0.333878 -0.2 0.3 0.2 0.195
O -3.294849 0.958356 -0.179146 0.6 0.5 -0.1 -0.970
C -0.572952 4.564345 1.308621 0.2 -0.6 -1.8 -0.258
H 0.396501 2.717593 -1.098591 -0.4 -0.3 -0.1 0.187
H 5.920588 0.655780 -0.275704 0.3 -0.1 0.7 0.170
O -1.683837 -1.716579 0.867491 -0.1 0.4 0.1 -0.578

***

[3]
64
Properties=species:S:1:pos:R:3:forces:R:3:nbo_charge:R:1 method="wB97M-V/def2-TZVPD" smiles=COC[C@H](C)N.COC[C@H](C)N.OCCO.OCCO.OCCO relative_energy_kcal_mol=74.4 molar_mass_g_mol=364.48
C 2.850278 -2.295506 -4.648477 1.7 0.9 0.5 -0.050
O 1.002408 -1.509896 3.486953 0.7 0.0 0.1 -0.730
H 1.127368 3.276804 -3.434217 0.2 0.1 0.3 0.361
H 1.055728 -2.035306 -0.977007 0.2 0.5 -0.4 0.199
C -3.372682 3.534114 4.675623 1.6 0.1 0.4 -0.099
H 3.579868 -0.496966 -4.651677 0.5 0.7 -0.6 0.341
C 1.951278 -2.475446 3.076213 1.1 0.2 0.1 -0.106
O 2.655478 -2.732646 -2.284947 -0.6 0.4 1.3 -0.571
O -4.765992 1.768784 5.427243 -2.1 0.2 2.2 -0.712
O 2.701818 -2.436786 5.511523 -1.0 0.0 -2.1 -0.762
C -3.389232 0.525884 -1.765837 -0.3 0.7 0.3 -0.258
H -3.777072 1.521614 3.843153 1.0 0.5 -1.0 0.163
H 3.205348 -3.895386 4.161763 -0.1 -0.1 -0.6 0.181
H 0.855648 3.789684 -1.093257 0.1 -0.2 0.6 0.206
C -3.602042 2.025514 4.793713 1.6 -0.4 -1.9 -0.088
O -2.299342 1.588724 1.142253 -0.2 -1.8 0.9 -0.756
H -0.562652 4.452874 -1.694837 -0.5 0.0 -0.5 0.197
H 1.533288 -3.030076 2.236113 -0.1 -0.5 0.4 0.213
C 2.333078 -3.255526 4.295223 0.5 -1.6 2.0 -0.097
H -3.868942 0.829104 -2.696457 -0.2 -0.6 -0.2 0.178
C -0.190602 3.528734 -1.252517 -0.1 1.0 -0.6 -0.630
H -1.837012 0.019294 2.431983 -0.4 0.1 0.0 0.176
H 2.303268 -3.014616 -0.256937 -0.3 -0.6 -0.3 0.182
H -5.263142 2.563554 5.220393 -1.0 0.0 0.2 0.475
H -0.714102 -0.303846 -0.353517 0.0 0.6 -0.2 0.160
H -4.120882 0.635824 -0.965407 -0.1 0.0 0.0 0.199
H -2.620342 -0.573056 0.926203 -0.7 0.4 0.2 0.163
H -2.191852 2.510884 -3.257307 0.5 0.6 -0.1 0.184
H -2.554992 3.843624 4.024713 0.2 -0.6 -0.2 0.178
O -2.364642 1.455614 -1.499787 0.5 0.6 -0.3 -0.589
H -2.783312 1.475964 5.258233 0.2 0.4 0.3 0.171
H 3.325668 -2.944986 6.035113 0.0 -0.1 -0.2 0.485
H 2.660118 -0.670766 -5.912027 -0.1 -0.1 -0.4 0.350
H -0.113832 2.565174 -4.136577 0.2 0.1 -0.5 0.344
O -4.527742 4.198444 4.297993 -1.7 0.6 -0.6 -0.738
C -1.965042 0.181284 1.361723 1.7 1.5 -0.6 -0.093
C -1.574722 1.842764 -2.656577 -0.4 -2.1 2.3 -0.064
H 1.493878 -3.898866 4.559723 -0.1 0.0 0.3 0.175
H -3.038542 -0.504756 -1.712067 0.2 -0.1 -0.5 0.181
N 0.548868 2.450474 -3.383067 0.5 0.8 -2.1 -0.824
H 2.825348 -4.221036 -5.812537 -0.3 0.5 -0.3 0.209
O -0.277132 -1.434036 1.165783 0.7 -1.0 0.2 -0.752
C 3.213758 -1.762296 -3.188957 -1.8 -2.7 0.6 -0.077
H 2.808198 -1.496606 -0.593537 -0.5 0.9 -0.3 0.171
H 4.274988 -1.637596 -2.973697 0.3 -0.2 -0.4 0.175
N 3.400638 -1.139526 -5.410027 -0.1 0.0 -0.2 -0.825
H -0.748172 3.413544 -0.323027 0.3 -0.4 0.1 0.239
H 4.413068 -3.495706 -5.707437 0.0 0.2 0.3 0.222
H 2.906388 -2.094696 2.714413 -0.1 1.0 -0.3 0.162
C 2.125818 -2.240926 -1.003947 1.7 -1.0 -0.5 -0.265
H -1.459832 0.898284 -3.188417 0.4 0.1 -0.6 0.184
H 1.765668 -2.269856 -4.753627 0.0 -0.5 0.3 0.181
H -4.490482 4.477764 3.380283 0.0 -0.2 0.0 0.482
H 3.647018 -4.412566 -4.376627 0.2 0.4 0.5 0.218
H 0.456318 1.636064 -1.636327 -1.2 -1.1 0.5 0.197
H 2.751298 -0.798376 -2.976607 -0.3 0.2 -0.4 0.169
C -0.592492 -0.161646 0.720303 -1.4 0.1 -0.4 -0.081
C 3.489938 -3.663416 -5.152637 -0.8 0.5 0.6 -0.631
C -0.196592 2.318764 -2.180157 -0.2 0.5 0.9 -0.081
H 0.175018 0.586614 0.918133 0.0 0.1 0.1 0.161
H 0.046138 -1.329606 2.063663 0.0 -0.2 0.4 0.490
H -2.445132 1.631084 0.194343 0.1 0.5 -0.4 0.487
H 1.361368 -1.316276 4.356013 -0.6 0.9 0.5 0.500
H -3.135822 4.001774 5.631283 0.2 -0.6 0.5 0.170

***

Total energy values, unit eV, following the record order: -94324.222 -32473.829 -34521.539.
HOMO values, unit eV, following the record order: -15.456 -8.440 -9.147.